No. 1
# C25H33AlCl51O2

A molecular structure, C25H33AlCl51O2 (ωB97M-V/def2-TZVPD, the Open Molecules 2025 dataset).

Structure (XYZ):
```
112
Properties=species:S:1:pos:R:3:lowdin_charge:R:1
C 0.697 2.245 3.183 -0.421
C -0.053 1.258 2.391 -0.304
Al 0.762 0.446 0.669 0.221
C 2.776 -0.025 0.890 -0.323
C 3.532 0.570 -0.441 -0.285
C 4.492 1.814 -0.020 -0.110
C 3.659 3.178 0.236 -0.324
O 3.126 3.336 1.387 0.034
O 3.509 4.135 -0.832 -0.097
C 4.435 5.250 -0.683 -0.277
C 4.106 6.276 -1.923 -0.096
H 0.769 3.324 2.746 0.069
H 1.158 1.983 4.222 -0.097
H -1.126 0.930 2.714 0.026
H -0.052 -0.896 0.285 -0.112
H 0.639 1.516 -0.520 -0.090
H 3.232 0.366 1.872 -0.019
H 2.961 -1.177 0.865 0.044
H 2.712 0.965 -1.151 0.041
H 4.088 -0.278 -1.011 0.096
H 5.282 1.920 -0.870 0.111
H 5.032 1.538 0.960 0.118
H 5.554 4.943 -0.735 0.122
H 4.315 5.831 0.325 0.052
H 3.127 6.831 -1.616 0.089
H 4.968 7.002 -2.140 0.060
H 3.866 5.576 -2.820 0.085
C 6.743 7.179 1.525 -1.530
Cl 7.839 8.019 2.634 0.512
Cl 5.827 5.931 2.381 0.567
Cl 5.647 8.330 0.745 0.540
H 7.340 6.697 0.752 0.017
C 3.235 -0.599 4.785 -1.457
Cl 4.346 0.336 5.802 0.492
Cl 2.343 -1.779 5.760 0.483
Cl 2.115 0.479 3.931 0.692
H 3.823 -1.142 4.043 0.004
C -2.033 -2.854 -2.955 -1.518
Cl -2.815 -1.467 -2.171 0.489
Cl -0.445 -3.157 -2.238 0.519
Cl -3.056 -4.301 -2.839 0.454
H -1.894 -2.617 -4.010 -0.019
C -1.436 2.639 6.433 -1.502
Cl -0.645 3.563 5.148 0.607
Cl -3.034 2.054 5.938 0.463
Cl -0.418 1.285 6.951 0.530
H -1.573 3.311 7.280 -0.039
C -5.436 4.753 3.384 -1.507
Cl -6.386 6.006 4.200 0.507
Cl -3.860 4.576 4.168 0.499
Cl -6.337 3.226 3.392 0.469
H -5.274 5.064 2.352 0.023
C -5.399 0.988 0.261 -1.523
Cl -6.752 2.087 -0.055 0.503
Cl -4.248 1.013 -1.086 0.507
Cl -4.611 1.409 1.793 0.502
H -5.791 -0.025 0.346 -0.032
C 2.251 -0.165 -6.326 -1.529
Cl 0.639 -0.851 -6.558 0.450
Cl 2.609 1.027 -7.586 0.519
Cl 2.384 0.561 -4.721 0.546
H 2.980 -0.972 -6.400 0.011
C -0.138 -4.769 -6.178 -1.514
Cl 1.413 -4.103 -5.644 0.499
Cl -0.986 -5.527 -4.826 0.519
Cl -1.139 -3.504 -6.908 0.490
H 0.057 -5.530 -6.932 -0.068
C -5.934 -5.552 0.164 -1.583
Cl -4.993 -4.052 0.180 0.497
Cl -5.471 -6.567 -1.211 0.513
Cl -5.725 -6.433 1.685 0.524
H -6.986 -5.297 0.058 -0.081
C -0.862 -8.824 -7.888 -1.520
Cl 0.500 -7.967 -7.150 0.560
Cl -1.808 -9.668 -6.653 0.528
Cl -1.885 -7.699 -8.795 0.524
H -0.466 -9.564 -8.582 0.015
C 4.940 -4.877 -3.410 -1.541
Cl 6.065 -4.695 -2.056 0.521
Cl 3.823 -6.218 -3.116 0.514
Cl 4.047 -3.374 -3.684 0.503
H 5.517 -5.101 -4.307 0.013
C -8.457 -2.426 2.241 -1.495
Cl -7.516 -0.929 2.257 0.563
Cl -7.988 -3.440 0.872 0.575
Cl -8.256 -3.304 3.765 0.535
H -9.510 -2.168 2.131 0.018
C -1.186 -2.068 -10.901 -1.531
Cl -2.528 -0.956 -11.213 0.518
Cl -0.038 -2.050 -12.250 0.511
Cl -0.373 -1.652 -9.386 0.471
H -1.590 -3.076 -10.808 0.015
C 4.454 3.684 8.584 -1.545
Cl 5.224 4.693 7.349 0.514
Cl 2.895 3.077 8.008 0.509
Cl 5.515 2.342 9.040 0.504
H 4.278 4.298 9.467 0.011
C -4.263 3.502 9.446 -1.522
Cl -2.591 3.446 10.025 0.535
Cl -5.282 4.415 10.570 0.513
Cl -4.336 4.207 7.825 0.512
H -4.642 2.481 9.393 0.021
C -4.476 0.682 -5.168 -1.543
Cl -2.866 0.283 -5.788 0.507
Cl -4.487 2.299 -4.444 0.512
Cl -5.683 0.574 -6.460 0.508
H -4.734 -0.042 -4.395 -0.002
C 2.523 -5.686 4.034 -1.538
Cl 1.686 -5.268 5.537 0.500
Cl 1.377 -6.310 2.838 0.516
Cl 3.388 -4.283 3.391 0.520
H 3.250 -6.466 4.252 0.011
```

Computed properties:
Kohn-Sham gap: 4.39 eV
energy above the lowest of the compared OMol25 structures with the same formula, charge and spin: 68.1 kcal per mole
highest occupied orbital energy: -3.08 eV
total charge: -1


No. 2
# C23H28AuI2N4

A molecular structure, C23H28AuI2N4 (ωB97M-V/def2-TZVPD, the Open Molecules 2025 dataset).

Structure (XYZ):
```
58
Properties=species:S:1:pos:R:3:lowdin_charge:R:1
Au 0.449 0.027 0.158 0.410
I 2.829 -1.405 -0.533 0.807
C 2.068 -1.566 -2.548 -1.076
I -0.061 -1.528 -2.711 0.758
H 2.426 -2.507 -2.945 -0.039
H 2.458 -0.722 -3.102 -0.036
C -1.129 -5.382 0.300 -0.046
C -0.656 -4.389 1.356 -0.643
C 0.690 -4.837 1.922 -0.047
C -1.704 -4.286 2.468 -0.052
N -0.460 -3.108 0.639 -0.098
N -0.185 -1.970 1.446 -0.078
H -1.182 -6.383 0.727 0.089
H -0.439 -5.402 -0.545 0.086
H -2.124 -5.116 -0.065 0.084
H 0.611 -5.851 2.315 0.089
H 1.028 -4.200 2.743 0.074
H 1.446 -4.829 1.136 0.082
H -1.874 -5.265 2.918 0.089
H -2.657 -3.933 2.064 0.085
H -1.393 -3.611 3.268 0.072
H -1.279 -2.898 0.082 0.080
H 0.617 -2.193 2.023 0.061
H -0.952 -1.713 2.066 0.074
C -1.092 1.135 0.805 -0.082
C -1.816 2.133 0.886 -0.120
C -2.575 3.279 0.992 -0.084
C -3.986 3.248 0.685 -0.168
C -4.524 2.181 -0.057 -0.002
C -5.862 2.155 -0.386 -0.054
C -6.705 3.181 0.032 -0.045
C -6.201 4.216 0.808 -0.054
C -4.861 4.252 1.136 -0.011
C -1.852 4.480 1.406 -0.183
C -2.135 5.734 0.847 -0.029
C -1.387 6.844 1.195 -0.063
C -0.356 6.733 2.118 -0.059
C -0.061 5.495 2.676 -0.059
C -0.790 4.378 2.314 -0.016
H -3.867 1.383 -0.376 0.113
H -6.260 1.335 -0.970 0.112
H -7.753 3.167 -0.237 0.115
H -6.861 4.994 1.169 0.114
H -4.493 5.037 1.782 0.120
H -2.914 5.828 0.101 0.120
H -1.609 7.802 0.741 0.112
H 0.215 7.609 2.397 0.113
H 0.745 5.406 3.393 0.113
H -0.560 3.413 2.746 0.120
N 0.467 3.753 -2.059 0.071
C 1.097 4.166 -0.912 -0.087
C 1.491 3.027 -0.282 -0.152
N 1.120 1.935 -1.032 -0.057
C 0.500 2.407 -2.093 -0.200
H 0.048 4.355 -2.747 0.156
H 1.194 5.202 -0.636 0.116
H 2.021 2.918 0.649 0.106
H 0.082 1.810 -2.888 0.098
```

Computed properties:
Kohn-Sham gap (spin up / spin down): 4.93 / 4.92 eV
energy above the lowest of the compared OMol25 structures with the same formula, charge and spin: 36.4 kcal per mole
highest occupied orbital energy (spin up / spin down): -9.44 / -9.44 eV
total charge: +1